(1)
15
Properties=species:S:1:pos:R:3:forces:R:3:lowdin_charge:R:1 method="wB97M-V/def2-TZVPD" charge=0
S 3.313 -0.003 -0.356 -0.22 0.56 -0.02 0.62
H -0.711 0.330 1.454 -0.83 0.17 0.65 0.11
H 1.933 1.883 -0.192 -0.68 1.35 0.32 0.04
H -0.473 -1.461 -0.365 0.57 -0.58 -0.49 0.04
H 1.336 -1.620 -0.829 0.39 -0.11 -1.54 0.03
C 1.916 0.835 -0.131 -1.46 -4.47 0.13 -0.60
C 0.585 -1.273 -0.178 -0.36 -0.99 3.38 -0.10
O -2.674 -1.265 0.795 0.09 -1.24 1.58 -0.54
H -0.304 1.949 0.707 0.35 -1.86 -0.10 0.16
H 0.874 -1.867 0.766 -0.64 0.76 -0.93 0.13
C -0.452 0.820 0.532 -1.11 2.13 -0.11 -0.26
H -1.726 1.295 -1.428 0.72 -0.52 1.35 0.09
S -2.745 -0.449 -0.385 1.02 2.65 -1.54 0.91
C -1.557 0.704 -0.473 -2.55 -1.03 -1.13 -0.37
N 0.683 0.123 0.083 4.72 3.17 -1.56 -0.26

(2)
35
Properties=species:S:1:pos:R:3:forces:R:3:lowdin_charge:R:1 method="wB97M-V/def2-TZVPD" charge=+1
H 5.448 -0.513 0.805 -0.21 0.08 -0.17 0.10
N 1.211 -1.438 0.352 -2.97 -0.91 -1.20 -0.15
S 3.110 0.801 -0.137 -0.68 0.20 0.10 0.66
H 4.829 -2.112 0.971 0.18 -0.37 0.19 0.10
N 2.496 -1.741 0.532 0.72 -1.38 -0.05 -0.04
C 3.421 -0.801 0.379 0.48 -0.74 0.25 -0.84
C 0.496 3.773 0.204 0.60 -0.97 0.92 -0.46
H 1.590 -3.854 0.574 0.71 -0.59 0.47 0.06
C -3.403 -2.382 -0.556 -0.52 1.28 -0.60 -0.03
H -1.401 3.210 0.756 0.04 0.36 -1.16 0.14
C -3.688 -1.014 -0.254 -0.13 -0.90 -0.08 -0.01
C -0.768 2.082 -0.977 -0.49 -2.61 -0.37 -0.29
N -1.364 -0.692 0.239 -0.54 0.01 0.33 -0.03
C 0.266 -2.410 0.040 5.34 1.97 0.46 -0.20
H -1.315 4.226 -0.771 -0.54 -0.16 -0.12 0.11
C -1.093 -1.976 -0.078 -1.89 -0.14 -0.20 -0.23
N 0.796 5.066 0.298 -0.57 0.74 -0.99 0.21
H -0.030 -4.462 0.055 0.62 -0.43 -0.09 0.08
N 4.725 -1.187 0.611 -1.72 0.40 -0.25 0.10
H 1.757 5.339 0.430 0.08 -0.08 0.32 0.13
H -1.820 -3.937 -0.790 -0.82 1.79 0.55 0.15
C -2.125 -2.875 -0.489 1.68 -0.67 0.08 0.02
H 1.226 -3.961 -1.171 -0.30 0.15 0.67 0.12
C -0.907 3.357 -0.258 0.99 1.21 2.31 -0.22
O 1.332 2.886 0.606 -1.68 0.95 -1.36 -0.21
H -2.805 0.766 0.626 0.05 0.16 -0.21 0.12
H 0.183 5.790 -0.122 0.64 -1.03 0.55 0.15
C 0.814 -3.795 -0.151 -1.78 0.57 -0.59 -0.01
C -2.648 -0.227 0.234 0.25 -1.20 -0.61 -0.10
H -4.211 -2.980 -0.961 0.09 -0.12 0.19 0.12
H -1.732 1.554 -1.199 0.76 0.84 0.05 0.05
F 0.062 1.226 2.180 -0.17 -0.61 -0.22 -0.44
H -4.727 -0.656 -0.466 1.19 -0.11 0.68 0.13
Zr 0.530 0.710 0.408 0.39 2.31 0.59 1.66
H -0.256 2.227 -1.920 0.17 0.00 -0.43 0.06

(3)
32
Properties=species:S:1:pos:R:3:forces:R:3:lowdin_charge:R:1 method="wB97M-V/def2-TZVPD" charge=0
H 0.725 -1.974 1.675 -0.01 -0.01 0.00 0.12
O -0.592 2.689 -1.765 -0.05 -0.06 -0.06 -0.44
H -0.796 0.674 0.929 0.00 0.00 0.02 0.06
H -2.396 1.144 1.511 0.01 0.02 0.02 0.08
H -3.858 -0.443 -1.070 0.07 -0.01 0.05 0.13
C 1.763 -1.704 1.527 0.04 0.09 -0.06 -0.10
H -2.061 -0.551 1.048 0.00 0.00 0.01 0.08
N -3.752 0.557 -0.813 0.04 0.05 -0.06 0.16
O 5.168 -2.852 2.145 -0.11 0.00 0.00 0.09
C -1.865 0.498 0.811 -0.01 -0.08 -0.06 -0.09
H 2.557 -3.450 2.490 -0.02 0.00 0.00 0.12
H 5.355 -0.623 0.865 0.01 0.00 0.00 0.12
P -1.519 -0.502 -1.754 -0.20 0.06 0.13 0.27
H -4.284 0.790 0.022 -0.01 0.01 0.00 0.16
H 4.879 -3.659 2.586 0.01 -0.01 0.00 0.12
H -1.063 0.141 -3.778 0.02 0.13 0.07 0.08
Au 1.132 1.490 -1.194 -0.06 0.25 0.05 0.52
O -2.021 3.316 0.220 -0.01 0.02 -0.11 -0.15
O -0.042 -0.561 -1.529 0.10 -0.08 0.02 -0.40
H -4.030 1.201 -1.580 -0.04 0.03 0.05 0.12
C -2.266 0.795 -0.626 0.05 0.02 -0.17 -0.51
O -2.425 -1.664 -1.517 0.07 0.08 -0.03 -0.32
C 4.346 -0.944 1.074 0.03 0.05 -0.05 -0.03
Br 3.478 1.396 -0.312 -0.07 -0.05 -0.04 0.82
O -1.828 0.154 -3.193 -0.07 -0.19 -0.11 -0.14
H -1.521 4.139 0.170 0.00 -0.03 0.03 0.08
C 3.233 -0.237 0.680 -0.11 0.00 0.00 -0.68
O -3.187 2.851 -2.029 0.23 -0.01 0.12 -0.31
C 4.096 -2.131 1.750 0.15 -0.05 0.02 -0.31
P -1.990 2.534 -1.204 -0.10 -0.11 0.02 0.32
C 2.781 -2.523 1.977 -0.03 -0.04 0.02 0.01
N 1.982 -0.553 0.885 0.06 -0.08 0.12 0.02

Energy relative to the best compared isomer or geometry (same formula, charge and spin) (computed, eV): 2.705; 0.000; 0.830
F_max (computed, eV/Å): 5.90; 5.71; 0.26